{"formula": "C8H44O14", "method": "ωB97M-V/def2-TZVPD", "elements": ["O", "H", "H", "O", "H", "H", "O", "H", "H", "O", "H", "H", "O", "H", "H", "O", "H", "H", "O", "H", "H", "O", "H", "H", "O", "H", "H", "O", "H", "H", "C", "C", "O", "H", "H", "H", "H", "H", "H", "C", "C", "O", "H", "H", "H", "H", "H", "H", "C", "C", "O", "H", "H", "H", "H", "H", "H", "C", "C", "O", "H", "H", "H", "H", "H", "H"], "xyz": [[16.966, 8.777, 13.944], [16.915, 8.421, 14.865], [17.813, 9.232, 13.893], [14.006, 7.830, 17.577], [13.690, 8.744, 17.497], [13.959, 7.628, 18.522], [18.128, 7.147, 11.806], [19.032, 7.386, 12.036], [17.565, 7.697, 12.386], [9.732, 5.386, 15.118], [10.519, 5.572, 15.670], [9.237, 6.211, 15.109], [15.765, 2.857, 14.273], [15.497, 2.197, 13.625], [16.463, 3.373, 13.824], [12.559, 6.388, 9.666], [12.562, 6.028, 10.563], [13.492, 6.493, 9.440], [12.362, 8.495, 11.756], [12.261, 8.056, 10.897], [13.111, 8.046, 12.174], [11.671, 6.301, 16.983], [12.529, 6.760, 16.842], [11.312, 6.694, 17.785], [16.689, 7.402, 16.250], [17.287, 6.676, 16.466], [15.985, 7.373, 16.920], [12.552, 8.956, 15.305], [11.690, 8.562, 15.478], [12.950, 8.381, 14.632], [12.419, 2.075, 15.454], [11.955, 1.055, 16.510], [10.528, 1.122, 16.644], [13.386, 1.756, 15.059], [12.475, 3.036, 15.966], [11.799, 2.257, 14.576], [12.448, 1.249, 17.457], [12.153, 0.028, 16.191], [10.136, 1.062, 15.772], [19.339, 4.138, 14.235], [18.747, 3.860, 12.846], [17.474, 4.475, 12.714], [20.412, 3.936, 14.247], [18.842, 3.505, 14.969], [19.230, 5.191, 14.503], [18.555, 2.789, 12.772], [19.468, 4.175, 12.088], [17.583, 5.398, 12.429], [13.117, 5.429, 13.864], [14.424, 6.116, 14.211], [14.540, 7.359, 13.505], [12.702, 5.609, 12.872], [12.440, 5.909, 14.571], [13.061, 4.355, 14.023], [15.289, 5.470, 14.035], [14.451, 6.401, 15.267], [15.312, 7.842, 13.821], [10.352, 4.426, 11.525], [11.300, 3.246, 11.582], [10.656, 2.089, 11.076], [10.294, 4.950, 10.569], [10.612, 5.199, 12.253], [9.333, 4.149, 11.797], [11.685, 3.147, 12.603], [12.213, 3.473, 11.012], [11.283, 1.361, 11.154]], "gap_ev": 9.525, "multiplicity": 1, "e_above_lowest_kj_mol": 0.0, "mol_weight_da": 364.43}

***

{"formula": "C9H15BCrN5O22S", "method": "ωB97M-V/def2-TZVPD", "elements": ["Cr", "O", "C", "O", "B", "O", "C", "O", "O", "C", "O", "C", "O", "O", "S", "O", "O", "O", "O", "C", "N", "O", "O", "H", "H", "H", "C", "N", "O", "O", "H", "H", "H", "C", "N", "O", "O", "H", "H", "H", "C", "N", "O", "O", "H", "H", "H", "C", "N", "O", "O", "H", "H", "H"], "xyz": [[-0.945, -0.197, 0.101], [7.586, 1.526, -1.425], [6.456, 1.137, -1.434], [5.375, 1.870, -1.310], [4.176, 0.996, -1.587], [4.732, -0.321, -1.820], [6.036, -0.337, -1.561], [6.715, -1.315, -1.568], [3.389, 1.543, -2.690], [2.160, 1.790, -2.247], [1.316, 2.349, -2.895], [2.078, 1.340, -0.783], [3.279, 1.004, -0.395], [1.095, 1.428, -0.094], [0.113, -2.362, -1.061], [-1.262, -1.779, -0.985], [0.825, -1.186, -0.472], [0.294, -3.504, -0.159], [0.517, -2.690, -2.410], [-1.001, 3.556, 2.075], [-1.497, 2.200, 2.449], [-1.439, 1.339, 1.608], [-2.066, 2.083, 3.499], [-0.998, 4.114, 3.004], [-1.678, 3.971, 1.334], [-0.010, 3.434, 1.645], [-2.350, 2.307, -3.203], [-2.095, 2.507, -1.744], [-1.679, 1.546, -1.154], [-2.149, 3.623, -1.302], [-3.000, 1.455, -3.371], [-1.397, 2.153, -3.701], [-2.836, 3.229, -3.510], [2.786, -1.431, 1.879], [1.688, -0.787, 2.641], [0.640, -0.599, 2.075], [1.863, -0.624, 3.838], [3.348, -0.743, 1.240], [2.401, -2.172, 1.184], [3.531, -1.669, 2.634], [-5.180, -1.508, -0.196], [-4.163, -0.557, -0.729], [-4.178, -0.298, -1.894], [-3.321, -0.206, 0.065], [-5.332, -1.301, 0.858], [-4.825, -2.512, -0.397], [-6.107, -1.237, -0.696], [-1.847, -3.909, 1.842], [-1.840, -2.550, 2.403], [-1.700, -1.628, 1.654], [-1.953, -2.422, 3.596], [-0.852, -4.305, 2.025], [-2.097, -3.850, 0.788], [-2.598, -4.503, 2.357]], "charge": -1, "gap_ev": [7.200, 7.484], "multiplicity": 5, "e_above_lowest_kj_mol": 89.9, "mol_weight_da": 640.11}

***

{"formula": "C4H6O2", "method": "ωB97M-V/def2-TZVPD", "elements": ["C", "C", "C", "C", "O", "O", "H", "H", "H", "H", "H", "H"], "xyz": [[0.790, 0.760, 0.360], [-0.847, -1.317, -0.747], [2.067, 0.588, 1.238], [-1.918, -0.405, -1.049], [-0.140, 1.539, 0.345], [-0.479, -2.350, -1.208], [2.951, 0.273, 0.658], [2.261, 1.521, 1.703], [1.750, -0.140, 2.026], [-1.652, 0.139, -1.912], [-1.903, 0.305, -0.187], [-2.880, -0.912, -1.226]], "gap_ev": [7.670, 8.218], "multiplicity": 1, "e_above_lowest_kj_mol": 390.9, "mol_weight_da": 86.09}

***

{"formula": "C44H28N5O3Pd", "method": "ωB97M-V/def2-TZVPD", "elements": ["Pd", "C", "C", "C", "C", "C", "C", "C", "C", "C", "C", "C", "C", "C", "C", "C", "C", "C", "C", "C", "N", "C", "C", "C", "C", "C", "C", "C", "C", "C", "C", "C", "C", "N", "C", "C", "C", "C", "C", "N", "C", "C", "C", "C", "C", "C", "C", "C", "N", "H", "H", "H", "H", "H", "H", "H", "H", "H", "H", "H", "H", "H", "H", "H", "H", "H", "H", "H", "H", "H", "H", "H", "H", "H", "H", "H", "H", "O", "N", "O", "O"], "xyz": [[0.273, -0.435, -0.368], [6.830, 3.070, 1.701], [6.981, 2.126, 0.696], [5.874, 1.441, 0.212], [4.608, 1.692, 0.733], [4.466, 2.628, 1.756], [5.570, 3.323, 2.228], [3.398, 0.943, 0.281], [2.972, 1.047, -1.024], [3.775, 1.608, -2.075], [3.226, 1.204, -3.248], [2.063, 0.498, -2.869], [-0.045, 0.341, -3.719], [-0.429, 1.652, -4.071], [-1.708, 2.171, -3.757], [-2.039, 3.462, -4.100], [-1.118, 4.270, -4.762], [0.144, 3.775, -5.092], [0.488, 2.489, -4.755], [-0.920, -0.746, -3.180], [-1.205, -0.492, -1.791], [-2.524, -0.616, -1.633], [-3.189, -0.637, -0.416], [-4.676, -0.494, -0.348], [-5.539, -1.457, -0.866], [-6.915, -1.303, -0.762], [-7.446, -0.186, -0.131], [-6.594, 0.772, 0.400], [-5.218, 0.617, 0.294], [-2.491, -0.942, 0.751], [-3.158, -1.396, 1.968], [-2.210, -1.870, 2.783], [-0.933, -1.648, 2.125], [-1.151, -1.084, 0.886], [0.274, -1.861, 2.725], [1.482, -1.314, 2.237], [2.706, -1.306, 2.978], [3.526, -0.415, 2.368], [2.825, 0.066, 1.220], [1.601, -0.520, 1.138], [0.278, -2.560, 4.050], [0.532, -1.855, 5.225], [0.497, -2.503, 6.451], [0.218, -3.864, 6.513], [-0.032, -4.570, 5.346], [-0.007, -3.919, 4.119], [-3.187, -0.837, -2.940], [-2.246, -0.950, -3.862], [1.857, 0.400, -1.570], [7.694, 3.600, 2.081], [7.963, 1.911, 0.294], [6.003, 0.681, -0.550], [3.482, 2.822, 2.169], [5.446, 4.058, 3.013], [4.669, 2.190, -1.936], [3.574, 1.369, -4.256], [-2.428, 1.566, -3.229], [-3.020, 3.845, -3.853], [-1.383, 5.287, -5.023], [0.850, 4.398, -5.623], [1.450, 2.101, -5.046], [-5.134, -2.354, -1.322], [-7.572, -2.066, -1.159], [-8.519, -0.066, -0.047], [-7.000, 1.643, 0.900], [-4.553, 1.369, 0.704], [-4.225, -1.389, 2.122], [-2.335, -2.313, 3.757], [2.907, -1.908, 3.850], [4.532, -0.137, 2.642], [0.739, -0.792, 5.175], [0.686, -1.946, 7.360], [0.194, -4.370, 7.469], [-0.245, -5.631, 5.388], [-0.200, -4.472, 3.206], [-4.253, -0.910, -3.085], [-2.343, -1.143, -4.920], [0.555, -2.422, -2.371], [-0.090, -2.081, -3.322], [-0.153, -2.615, -4.406], [1.225, -0.037, -3.825]], "charge": 1, "gap_ev": [3.766, 3.767], "multiplicity": 1, "e_above_lowest_kj_mol": 0.0, "mol_weight_da": 781.16}